Record 1
The following is a DFT calculation (ωB97M-V/def2-TZVPD) of C3H7BO3 as an isolated structure in a non-equilibrium geometry.

XYZ file:
```
14
Properties=species:S:1:pos:R:3
B 0.80839 -0.75985 0.73836
C -0.50159 1.43967 -0.18431
C -1.35585 -0.10888 -1.29532
C 0.33778 0.15917 -0.44788
O -1.64039 1.19496 -0.82914
O 0.60839 -0.28159 1.94986
O 1.57436 -1.84333 0.50790
H -0.57397 1.69088 0.97986
H 0.19952 2.19530 -0.67107
H -0.96821 -0.12870 -2.34800
H -2.26974 -0.80274 -1.09936
H 0.97420 0.26774 -1.33251
H 1.05948 -0.56405 2.81346
H 1.74762 -2.45859 1.21814
```

## Properties
Energy (a.u.): -369.06806
Lowest unoccupied orbital energy (eV): 0.218
Total charge: 0
Max |F| (hartree/bohr): 0.1192
Energy relative to the best compared isomer or geometry (same formula, charge and spin) (kcal per mole): 72.2

Atom charges from the Löwdin analysis, given in e for atoms 1 to 5: -0.7557, -0.3068, -0.0398, 0.0048, -0.1361

***

Record 2
The following is a DFT calculation (ωB97M-V/def2-TZVPD) of a 2-piece molecular cluster, C5H15N overall in a non-equilibrium geometry.

XYZ file:
```
21
Properties=species:S:1:pos:R:3
C -1.20876 0.65804 -1.46582
C -1.40215 0.90548 0.05429
C -1.58085 2.25318 0.71332
H -1.95000 -0.10869 -1.92383
H -1.15797 1.65101 -1.90533
H -0.26056 0.15686 -1.57557
H -2.08645 0.11058 0.37959
H -0.44016 0.47822 0.56111
H -1.14412 2.38644 1.71073
H -2.59904 2.66005 0.63837
H -1.17453 2.85891 -0.11216
C 1.60363 -0.98238 1.45147
N 1.94635 -1.02735 0.03052
C 1.29063 -2.10990 -0.73705
H 2.35712 -1.66198 2.08181
H 0.55595 -1.01265 1.62558
H 1.90539 0.12652 1.57498
H 1.64302 -0.19881 -0.40884
H 0.25580 -1.95931 -1.01526
H 1.93114 -2.21508 -1.63165
H 1.51556 -2.96913 -0.04626
```

## Properties
Energy (a.u.): -254.16320
Lowest unoccupied orbital energy (eV): 1.027
Total charge: 0
Max |F| (hartree/bohr): 0.0905
SMILES: CCC.CNC
Energy relative to the best compared isomer or geometry (same formula, charge and spin) (kcal per mole): 49.5

Atom charges from the Löwdin analysis, given in e for atoms 1 to 5: -0.1060, -0.3364, -0.1190, 0.1038, 0.0605

***

Record 3
The following is a DFT calculation (ωB97M-V/def2-TZVPD) of C2H3N3S as an isolated structure in a non-equilibrium geometry.

XYZ file:
```
9
Properties=species:S:1:pos:R:3
C 0.36008 0.11197 0.86140
C -0.43937 -1.06082 0.93520
N -0.76245 -0.88945 -0.43487
N 0.05934 0.08723 -0.54829
N 0.46389 0.78278 -1.50975
S -1.06751 0.50523 1.81018
H 1.35306 0.54274 1.15624
H -1.10967 -1.58689 -1.05989
H 1.14263 1.50720 -1.21021
```

## Properties
Energy (a.u.): -640.21943
Lowest unoccupied orbital energy (alpha / beta) (eV): -0.678 / -0.675
Total charge: 0
Max |F| (hartree/bohr): 0.1075
Energy relative to the best compared isomer or geometry (same formula, charge and spin) (kcal per mole): 150.8

Atom charges from the Löwdin analysis, given in e for atoms 1 to 5: -0.6565, -0.4422, 0.0430, -0.2780, 0.1846